C49H77N16O6 | ωB97M-V/def2-TZVPD

Output
ΔE to the lowest compared entry with this formula, charge and spin = 49.47 kJ/mol
Net charge = +1
HOMO energy = -0.384 Eh
Maximum force = 1.3 eV Å⁻¹
Orbital gap = 9.11 eV

Atoms and positions in Å:
C1 -5.016 1.101 -1.475
C2 -4.847 1.161 -0.291
C3 -4.599 1.240 1.136
H1 -5.262 0.537 1.663
O1 -3.230 0.943 1.386
C4 -2.768 1.272 2.681
C5 -2.974 0.142 3.701
H2 -3.999 -0.235 3.649
O2 -2.153 -0.979 3.466
C6 -0.808 -0.832 3.888
H3 -0.271 -0.116 3.254
H4 -0.778 -0.481 4.929
C7 -0.126 -2.194 3.815
H5 0.891 -2.104 4.219
O3 -0.099 -2.622 2.468
C8 0.561 -3.856 2.244
H6 0.089 -4.297 1.361
H7 0.404 -4.518 3.104
C9 2.063 -3.701 1.961
N1 2.323 -3.457 0.570
C10 2.960 -2.386 0.081
N2 3.344 -1.417 0.911
C11 3.930 -0.372 0.320
N3 4.082 -0.214 -0.997
C12 3.764 -1.296 -1.717
N4 3.188 -2.393 -1.237
N5 4.105 -1.292 -3.028
C13 3.976 -2.488 -3.832
H8 3.394 -3.207 -3.249
H9 4.968 -2.909 -4.033
C14 3.276 -2.126 -5.153
N6 2.315 -1.085 -4.858
C15 1.081 -1.284 -4.372
O4 0.409 -0.374 -3.903
C16 0.465 -2.694 -4.427
N7 -0.104 -2.929 -3.129
N8 0.452 -3.790 -2.291
N9 -0.156 -3.725 -1.167
C17 -1.135 -2.799 -1.244
C18 -1.117 -2.279 -2.523
H10 -1.714 -1.540 -3.009
C19 -1.979 -2.443 -0.068
C20 -3.459 -2.332 -0.424
H11 -3.712 -3.141 -1.112
H12 -3.635 -1.387 -0.942
C21 -4.388 -2.427 0.794
C22 -4.258 -3.769 1.513
H13 -5.057 -3.875 2.243
H14 -3.315 -3.848 2.047
H15 -4.335 -4.593 0.807
C23 -5.832 -2.224 0.337
H16 -5.945 -1.285 -0.200
H17 -6.508 -2.219 1.188
H18 -6.132 -3.034 -0.324
H19 -4.123 -1.639 1.504
N10 -1.467 -1.177 0.531
H20 -2.228 -0.552 0.837
H21 -0.800 -0.622 -0.140
H22 -0.906 -1.430 1.358
H23 -1.846 -3.237 0.669
H24 1.212 -3.476 -4.559
C24 -0.592 -2.760 -5.548
C25 0.088 -2.638 -6.909
H25 -0.660 -2.661 -7.697
H26 0.632 -1.699 -6.985
H27 0.783 -3.456 -7.079
H28 -1.259 -1.899 -5.427
C26 -1.447 -4.034 -5.447
C27 -0.655 -5.338 -5.409
H29 0.003 -5.426 -6.269
H30 -0.064 -5.418 -4.500
H31 -1.345 -6.178 -5.431
H32 -2.118 -4.049 -6.307
H33 -2.071 -3.979 -4.552
C28 2.975 0.187 -4.596
H34 2.268 0.816 -4.052
H35 3.219 0.672 -5.545
C29 4.258 -0.065 -3.763
H36 4.423 0.739 -3.048
H37 5.132 -0.146 -4.416
H38 2.813 -2.995 -5.614
H39 3.988 -1.712 -5.870
N11 4.404 0.605 1.117
C30 4.443 0.456 2.547
H40 5.478 0.317 2.882
C31 3.816 1.694 3.206
N12 4.194 2.885 2.466
C32 3.504 4.037 2.360
O5 3.953 5.013 1.792
C33 2.040 4.085 2.856
N13 1.312 3.137 2.048
N14 0.751 2.028 2.498
N15 0.279 1.364 1.499
C34 0.537 2.036 0.359
C35 1.214 3.188 0.704
H41 1.610 3.996 0.128
C36 0.157 1.553 -0.997
N16 0.276 0.090 -1.046
H42 0.204 -0.192 -2.023
H43 1.190 -0.198 -0.706
C37 -1.280 1.935 -1.386
H44 -1.469 1.475 -2.357
H45 -1.977 1.507 -0.665
C38 -1.514 3.451 -1.487
C39 -2.477 3.763 -2.631
H46 -2.647 4.835 -2.702
H47 -3.434 3.276 -2.455
H48 -2.076 3.418 -3.580
C40 -2.077 4.016 -0.185
H49 -3.076 3.621 -0.016
H50 -2.144 5.100 -0.239
H51 -1.456 3.756 0.668
H52 -0.558 3.943 -1.701
H53 0.843 2.030 -1.716
H54 1.695 5.087 2.568
C41 1.783 3.918 4.357
C42 0.374 4.332 4.693
C43 -0.591 3.388 5.007
C44 -1.884 3.773 5.313
C45 -2.235 5.118 5.300
C46 -1.273 6.071 4.973
C47 0.014 5.677 4.679
H55 0.757 6.427 4.447
H56 -1.556 7.111 4.970
O6 -3.488 5.546 5.590
H57 -4.042 4.810 5.875
H58 -2.625 3.029 5.577
H59 -0.330 2.340 5.016
H60 1.940 2.888 4.670
H61 2.494 4.559 4.883
C48 5.409 2.739 1.684
H62 5.662 3.712 1.263
C49 5.143 1.725 0.568
H63 6.087 1.387 0.123
H64 4.542 2.177 -0.225
H65 6.224 2.413 2.333
H66 2.734 1.571 3.209
H67 4.168 1.774 4.242
H68 3.873 -0.437 2.800
H69 1.987 -4.119 -0.114
H70 2.578 -4.617 2.272
H71 2.474 -2.855 2.516
H72 -0.686 -2.921 4.418
H73 -2.798 0.541 4.709
H74 -1.701 1.467 2.565
H75 -3.256 2.185 3.040
H76 -4.829 2.260 1.482
H77 -5.199 1.050 -2.507

=====

C36H48BN8O3PtS3 | ωB97M-V/def2-TZVPD

Output
ΔE to the lowest compared entry with this formula, charge and spin = 54.64 kJ/mol
Net charge = 0
HOMO energy (alpha / beta) = -0.214 / -0.305 Eh
Multiplicity = 6
Maximum force = 0.5 eV Å⁻¹
Orbital gap (alpha / beta) = 6.26 / 5.47 eV
⟨S²⟩ = 8.80

Atoms and positions in Å:
Pt1 0.183 -0.440 0.560
C1 5.196 -0.519 -1.714
C2 4.307 -0.520 -0.514
C3 4.648 -0.560 0.817
C4 3.436 -0.544 1.527
N1 2.426 -0.493 0.664
N2 2.964 -0.479 -0.594
B1 2.100 -0.463 -1.886
N3 1.246 -1.753 -1.937
N4 0.789 -2.250 -0.760
C5 0.437 -3.518 -0.972
C6 0.610 -3.819 -2.333
C7 1.140 -2.680 -2.906
C8 1.569 -2.448 -4.317
C9 0.150 -4.519 0.134
C10 -1.294 -5.028 0.074
C11 1.090 -5.717 -0.097
C12 0.483 -3.948 1.514
N5 1.271 0.831 -1.886
N6 0.779 1.315 -0.705
C13 0.378 2.573 -0.942
C14 0.609 2.884 -2.289
C15 1.175 1.762 -2.849
C16 1.638 1.538 -4.251
C17 -0.083 3.586 0.080
C18 -0.388 2.969 1.433
C19 -1.316 4.317 -0.465
C20 1.066 4.596 0.249
C21 3.327 -0.589 3.034
C22 1.886 -0.618 3.523
C23 4.020 0.657 3.602
C24 4.054 -1.847 3.528
H1 6.235 -0.521 -1.390
H2 5.031 0.363 -2.333
H3 5.029 -1.397 -2.338
H4 5.646 -0.597 1.223
H5 2.819 -0.455 -2.845
H6 0.436 -4.761 -2.826
H7 1.494 -3.379 -4.877
H8 2.598 -2.093 -4.374
H9 0.937 -1.706 -4.808
H10 -1.510 -5.455 -0.908
H11 -2.020 -4.237 0.265
H12 -1.439 -5.811 0.823
H13 0.855 -6.243 -1.023
H14 0.983 -6.425 0.728
H15 2.132 -5.393 -0.141
H16 -0.106 -3.066 1.761
H17 1.540 -3.674 1.570
H18 0.283 -4.706 2.275
H19 0.408 3.819 -2.785
H20 1.544 2.465 -4.813
H21 1.036 0.775 -4.749
H22 2.677 1.214 -4.286
H23 -1.298 2.371 1.405
H24 -0.529 3.768 2.166
H25 0.432 2.337 1.778
H26 -2.067 3.616 -0.827
H27 -1.043 4.980 -1.289
H28 -1.781 4.917 0.318
H29 1.952 4.111 0.666
H30 0.755 5.392 0.931
H31 1.344 5.051 -0.704
H32 1.357 0.302 3.283
H33 1.876 -0.731 4.611
H34 1.326 -1.454 3.099
H35 3.524 1.567 3.258
H36 5.067 0.706 3.297
H37 3.984 0.639 4.694
H38 3.567 -2.750 3.150
H39 4.036 -1.880 4.620
H40 5.096 -1.866 3.205
O1 -0.746 0.231 2.572
N7 -2.010 0.026 2.840
C25 -2.541 0.704 3.881
C26 -3.856 0.544 4.229
C27 -4.660 -0.324 3.496
C28 -4.114 -0.990 2.427
C29 -2.771 -0.814 2.089
S1 -2.042 -1.589 0.745
H41 -1.848 1.368 4.371
H42 -4.247 1.116 5.058
H43 -5.707 -0.442 3.738
H44 -4.711 -1.628 1.792
O2 -4.234 3.578 1.194
S2 -4.671 2.383 0.526
O3 -5.759 1.652 1.124
N8 -3.390 1.346 0.358
C30 -3.194 1.090 -1.001
S3 -1.927 0.038 -1.473
C31 -4.034 1.811 -1.899
C32 -4.101 1.825 -3.304
C33 -5.040 2.627 -3.918
C34 -5.934 3.422 -3.185
C35 -5.884 3.416 -1.802
C36 -4.933 2.623 -1.182
H45 -3.426 1.214 -3.891
H46 -5.093 2.641 -5.000
H47 -6.661 4.036 -3.699
H48 -6.565 4.021 -1.216

=====

C2H8NO3PS | ωB97M-V/def2-TZVPD

Output
ΔE to the lowest compared entry with this formula, charge and spin = 6.69 kJ/mol
Net charge = 0
HOMO energy = -0.354 Eh
Maximum force = 3.4 eV Å⁻¹
Orbital gap = 10.31 eV

Atoms and positions in Å:
O1 -0.312 1.286 1.677
P1 0.806 0.303 1.734
O2 1.236 -0.610 0.552
O3 2.211 1.088 1.984
S1 0.724 -1.099 3.377
H1 0.529 -0.630 -0.232
H2 2.110 1.632 2.779
H3 0.275 -0.110 4.102
C1 -0.744 1.061 -2.039
N1 -0.323 -0.057 -1.600
C2 -1.059 -1.291 -1.899
H4 -1.598 1.213 -2.606
H5 -0.064 1.922 -1.982
H6 -1.052 -1.894 -1.052
H7 -2.094 -0.984 -2.108
H8 -0.645 -1.832 -2.688